Formula: C33H88O33S11
Source: the Open Molecules 2025 dataset
Level of theory: wB97M-V/def2-TZVPD

The calculation puts the total energy at -222398.28354 eV. The calculation puts the LUMO energy at 0.006 eV. As for the HOMO energy: -0.392 Eh. The SMILES is CCOS(C)(=O)=O.CCOS(C)(=O)=O.CCOS(C)(=O)=O.CCOS(C)(=O)=O.CCOS(C)(=O)=O.CCOS(C)(=O)=O.CCOS(C)(=O)=O.CCOS(C)(=O)=O.CCOS(C)(=O)=O.CCOS(C)(=O)=O.CCOS(C)(=O)=O. The value obtained for the energy above the lowest of the compared OMol25 structures with the same formula, charge and spin is 11.1 kcal/mol. The value obtained for the gap between HOMO and LUMO is 0.3927 Eh.

XYZ file:
```
165
C33H88O33S11 | the Open Molecules 2025 dataset | wB97M-V/def2-TZVPD
O 17.10137 6.20116 -12.41416
S 16.54224 6.85338 -13.56133
O 16.42988 6.13161 -14.80180
O 15.08867 7.34312 -13.04880
C 14.14941 7.76226 -14.06234
C 13.00017 8.37424 -13.29408
C 17.35048 8.41914 -13.84429
H 13.88895 6.90373 -14.67904
H 14.62463 8.51818 -14.69481
H 13.39739 9.13775 -12.62188
H 12.56704 7.59528 -12.66528
H 12.25890 8.86802 -13.91429
H 17.02105 8.83494 -14.79306
H 18.40676 8.16903 -13.91616
H 17.15619 9.07311 -13.00286
O 21.54859 17.63474 -10.78054
S 21.91351 16.79188 -9.68338
O 22.31218 15.42044 -9.96289
O 23.12611 17.57439 -8.95297
C 23.64979 17.00991 -7.73052
C 24.18380 18.19344 -6.94821
C 20.59464 16.81438 -8.45844
H 24.47418 16.32053 -7.93067
H 22.88794 16.46956 -7.16487
H 24.71823 17.81647 -6.07322
H 23.33909 18.81417 -6.65754
H 24.90746 18.72062 -7.56599
H 20.64613 17.79386 -7.98376
H 20.67429 15.98548 -7.76544
H 19.67678 16.79933 -9.04213
O 27.20240 12.98022 -8.01399
S 27.20119 12.07303 -9.13514
O 27.22609 10.66445 -8.88301
O 25.88755 12.38592 -10.00877
C 25.55531 13.79292 -10.23629
C 24.49524 13.77392 -11.32562
C 28.51305 12.51747 -10.29820
H 26.45094 14.35150 -10.50119
H 25.11181 14.11051 -9.29150
H 25.03208 13.40020 -12.20265
H 24.28609 14.81665 -11.55703
H 23.62713 13.18531 -11.06134
H 28.97074 11.57954 -10.60674
H 29.27366 13.10670 -9.79346
H 28.10259 13.03155 -11.16098
O 14.32356 17.55037 -13.37525
S 14.47960 16.88917 -12.12388
O 15.05419 17.54714 -10.98393
O 13.00446 16.36585 -11.68119
C 12.79847 16.03404 -10.29629
C 11.38707 15.52157 -10.17187
C 15.27579 15.28864 -12.40450
H 13.01317 16.90328 -9.67377
H 13.54364 15.27123 -10.04621
H 10.69054 16.16708 -10.70873
H 11.00948 15.51382 -9.14867
H 11.31730 14.50691 -10.56329
H 14.54406 14.73175 -12.98509
H 15.50206 14.77594 -11.47266
H 16.19275 15.44382 -12.96718
O 16.97388 11.62720 -15.63536
S 17.38082 11.50917 -17.00406
O 18.35343 10.53532 -17.44250
O 16.09605 11.33133 -18.01111
C 16.34528 11.15498 -19.38825
C 15.68135 9.89276 -19.91118
C 17.86711 13.18271 -17.54978
H 17.39245 11.01042 -19.67243
H 15.98744 12.01679 -19.95466
H 14.63123 9.84747 -19.60454
H 16.12269 8.94930 -19.58770
H 15.66848 9.83662 -21.00178
H 17.22405 13.89124 -17.03645
H 17.76087 13.22405 -18.62841
H 18.90180 13.24866 -17.21776
O 25.20359 16.35616 -16.71217
S 25.18181 16.54816 -15.28711
O 24.85742 17.79873 -14.65537
O 24.21623 15.43898 -14.65130
C 22.80616 15.71514 -14.72004
C 22.14135 15.52765 -13.36252
C 26.74724 15.92636 -14.61303
H 22.30682 15.00526 -15.38042
H 22.63525 16.73930 -15.04470
H 22.10327 14.48994 -13.03364
H 21.11500 15.89625 -13.42362
H 22.59878 16.13559 -12.58244
H 26.77492 14.86839 -14.86132
H 26.79743 16.07506 -13.54079
H 27.47941 16.48991 -15.18516
O 18.64448 14.63540 -12.49216
S 18.85659 13.81318 -11.32490
O 18.93055 14.40061 -10.01439
O 17.66473 12.73464 -11.33839
C 17.38592 12.05887 -12.58890
C 16.00970 11.45618 -12.51255
C 20.30492 12.76512 -11.61744
H 18.19869 11.33145 -12.71436
H 17.54888 12.74259 -13.42323
H 15.85534 10.95054 -13.47096
H 15.23131 12.21990 -12.48685
H 15.86046 10.67343 -11.77012
H 20.45297 12.58435 -12.68456
H 20.11766 11.83898 -11.07827
H 21.24625 13.25051 -11.36136
O 14.85957 13.61513 -15.39026
S 13.82300 12.63812 -15.56205
O 13.98203 11.22774 -15.33195
O 12.59014 13.20124 -14.65547
C 11.66032 12.23107 -14.13786
C 10.73359 11.51732 -15.12961
C 13.14213 12.84485 -17.21797
H 11.04684 12.81240 -13.44766
H 12.19609 11.51268 -13.51543
H 11.14927 10.56474 -15.45012
H 10.60921 12.13947 -16.01483
H 9.75805 11.34341 -14.68269
H 12.82914 13.87490 -17.35906
H 12.30298 12.16485 -17.30146
H 13.94819 12.56945 -17.89389
O 19.71803 10.58927 -9.22786
S 18.49267 9.85210 -9.36768
O 18.06297 9.36846 -10.63641
O 18.61808 8.52880 -8.44904
C 19.00945 8.74410 -7.07779
C 18.56734 7.51928 -6.30102
C 17.16099 10.79883 -8.60538
H 18.49384 9.63146 -6.69534
H 20.07823 8.93318 -6.98043
H 17.51949 7.29771 -6.48491
H 18.81359 7.66627 -5.25039
H 19.16287 6.67833 -6.66271
H 16.74380 11.39428 -9.41408
H 17.55784 11.46791 -7.84690
H 16.45315 10.09031 -8.18325
O 20.04664 9.96684 -14.46093
S 21.20254 10.22409 -15.26045
O 21.39867 11.52267 -15.86020
O 22.48817 9.87611 -14.33802
C 23.80396 10.01117 -14.94210
C 24.74721 9.89001 -13.75338
C 21.32255 8.94372 -16.57097
H 23.97004 10.91844 -15.51997
H 23.92843 9.15075 -15.60593
H 24.57216 9.03874 -13.10196
H 24.83423 10.81851 -13.19339
H 25.74971 9.68507 -14.15574
H 22.07048 9.25332 -17.29539
H 20.35822 8.93045 -17.07182
H 21.56822 8.04246 -16.01801
O 22.54504 10.19293 -7.19417
S 22.20832 11.49376 -6.71997
O 21.02119 11.73616 -5.95161
O 23.46125 12.03586 -5.83388
C 24.76339 11.60949 -6.24972
C 25.71298 12.13413 -5.19105
C 22.38823 12.71063 -8.07634
H 25.04798 11.94788 -7.24279
H 24.83231 10.52302 -6.16358
H 26.74128 12.23779 -5.54581
H 25.68966 11.68824 -4.19916
H 25.53011 13.19880 -4.98036
H 23.34641 12.62658 -8.57640
H 22.22847 13.63074 -7.51959
H 21.58756 12.55360 -8.79733
```

Formula: C4H7N3
Source: the Open Molecules 2025 dataset
Level of theory: wB97M-V/def2-TZVPD

The calculation puts the total energy at -8729.23749 eV. The calculation puts the LUMO energy at 0.490 eV. As for the HOMO energy: -0.333 Eh. The SMILES is CC#CN.N#CN. The value obtained for the energy above the lowest of the compared OMol25 structures with the same formula, charge and spin is 56.3 kcal/mol. The value obtained for the gap between HOMO and LUMO is 0.3506 Eh.

XYZ file:
```
14
C4H7N3 | the Open Molecules 2025 dataset | wB97M-V/def2-TZVPD
C 0.93217 -1.92298 1.80748
C 0.05052 -0.90795 -0.43906
C 0.35338 -1.18271 0.69925
N -0.27772 -0.39218 -1.64818
N -0.11623 2.32612 -0.59358
C -1.42847 2.51702 -0.39522
N -2.51503 2.90773 -0.43561
H -1.23336 -0.59705 -1.92161
H 0.41796 -0.55085 -2.36864
H 0.48411 2.70727 0.12385
H 0.07279 1.46401 -1.11643
H 1.89047 -1.49413 2.10129
H 1.12752 -2.96078 1.53570
H 0.24190 -1.91352 2.65078
```

Formula: C7H11IO
Source: the Open Molecules 2025 dataset
Level of theory: wB97M-V/def2-TZVPD

The calculation puts the total energy at -17583.77149 eV. The calculation puts the LUMO energy at 0.593 eV. As for the HOMO energy: -0.296 Eh. The SMILES is CC1=C(I)C(C)(C)CO1. The value obtained for the energy above the lowest of the compared OMol25 structures with the same formula, charge and spin is 17.2 kcal/mol. The value obtained for the gap between HOMO and LUMO is 0.3174 Eh.

XYZ file:
```
20
C7H11IO | the Open Molecules 2025 dataset | wB97M-V/def2-TZVPD
C -0.14399 -0.17540 0.81809
C 1.06811 -0.74073 0.91440
C 0.93389 -0.04595 -1.20355
C -0.44651 0.42050 -0.55661
C 1.67427 -1.49819 2.05489
C -1.64481 -0.15552 -1.20883
C -0.71979 1.96217 -0.59277
O 1.66921 -0.72968 -0.27699
I -1.49850 -0.20646 2.44600
H 0.76569 -0.65561 -2.15126
H 1.60313 0.90501 -1.50919
H 2.60657 -2.08791 1.93704
H 0.94062 -2.31609 2.25556
H 1.59920 -1.14237 3.08941
H -1.70420 0.13463 -2.22492
H -2.56034 0.45128 -0.74647
H -1.81239 -1.23662 -1.05545
H 0.18653 2.57958 -0.61946
H -1.33624 2.31186 0.25307
H -1.18046 2.22550 -1.62295
```

Formula: C31H43N5O4RuS3SbSi
Source: the Open Molecules 2025 dataset
Level of theory: wB97M-V/def2-TZVPD

The calculation puts the total energy at -97987.47393 eV. The calculation puts the LUMO energy (spin up / spin down) at -1.679 / -2.058 eV. As for the HOMO energy (spin up / spin down): -0.174 / -0.253 Eh. The value obtained for the energy above the lowest of the compared OMol25 structures with the same formula, charge and spin is 44.9 kcal/mol. The multiplicity is 2. The value obtained for the gap between HOMO and LUMO (spin up / spin down) is 0.1123 / 0.1771 Eh.

XYZ file:
```
89
C31H43N5O4RuS3SbSi | the Open Molecules 2025 dataset | wB97M-V/def2-TZVPD
Ru -0.37261 0.77499 1.05109
C 0.38976 -1.98296 -3.74758
O 0.41581 -2.59551 -2.46594
C -0.17113 -3.80876 -2.33113
C -0.50505 -4.64276 -3.38950
C -1.07612 -5.88526 -3.13937
C -1.33279 -6.29938 -1.84397
C -1.03284 -5.44993 -0.78712
C -0.45376 -4.21446 -1.01737
N -0.14956 -3.35698 0.07966
C -0.48584 -2.03107 0.06327
N -1.59795 -1.73068 -0.61723
C -1.89290 -0.48173 -1.19025
C -1.41648 0.71032 -0.67006
C -1.79846 1.89049 -1.32882
C -2.60624 1.86714 -2.44522
C -3.07076 0.65381 -2.96007
C -2.71402 -0.51906 -2.33007
O -3.08336 -1.77686 -2.73512
C -3.95971 -1.87327 -3.84241
N 0.22125 -1.12652 0.70536
C 1.49835 -1.55394 1.19200
C 2.56148 -1.65959 0.30660
C 3.80369 -2.10659 0.72842
C 3.98306 -2.43286 2.06385
C 2.93427 -2.31728 2.96902
C 1.67809 -1.88803 2.53946
O 0.59414 -1.79535 3.33053
C 0.72751 -2.20326 4.68650
H 0.75219 -0.96917 -3.60130
H -0.63101 -1.95072 -4.13590
H 1.04039 -2.50663 -4.45129
H -0.30605 -4.33698 -4.40645
H -1.31918 -6.53052 -3.97342
H -1.77935 -7.26529 -1.65353
H -1.25461 -5.73097 0.23460
H 0.67239 -3.58170 0.62047
H -2.07880 -2.51210 -1.03949
H -1.46162 2.84192 -0.93693
H -2.89312 2.79058 -2.93230
H -3.69955 0.64389 -3.83856
H -4.14931 -2.93318 -3.98840
H -3.50251 -1.45775 -4.74432
H -4.90120 -1.35599 -3.64456
H 2.38761 -1.39116 -0.72828
H 4.62065 -2.18699 0.02467
H 4.94605 -2.77793 2.41805
H 3.09517 -2.56073 4.00952
H -0.26054 -2.09280 5.12404
H 1.43273 -1.56088 5.21718
H 1.04492 -3.24767 4.74713
S 3.00061 0.90574 5.16000
Sb 4.32552 0.83564 3.38584
S 1.17255 2.04308 2.32242
S 3.02926 1.62589 1.53926
C 3.35650 4.39392 -0.91975
C 3.30673 5.78951 -1.60204
N 1.95055 6.07062 -2.07988
C 1.56518 5.03802 -3.04257
C 1.63566 3.63522 -2.37875
N 2.03981 3.76021 -0.97853
C 1.07892 4.61482 -0.27666
C 1.03189 6.01750 -0.93948
H 3.64920 4.46540 0.12969
H 4.07527 3.73487 -1.41319
H 3.98483 5.83963 -2.45703
H 3.59341 6.58250 -0.90820
H 2.23532 5.10688 -3.90272
H 0.55529 5.26186 -3.39404
H 2.36148 2.99463 -2.88620
H 0.66863 3.12742 -2.41059
H 1.37413 4.66721 0.77172
H 0.10511 4.12448 -0.30137
H 1.32339 6.79943 -0.23497
H 0.02852 6.25832 -1.29832
C -2.58490 -1.29852 3.35948
Si -2.24216 0.51590 3.67436
C -3.85257 1.36589 4.09371
C -1.01672 0.78894 5.05573
O -1.72352 1.21582 2.27053
H -3.00525 -1.76718 4.25467
H -1.68972 -1.84967 3.06888
H -3.32117 -1.39111 2.55682
H -4.25652 0.99330 5.03896
H -4.59947 1.19651 3.31569
H -3.70530 2.44311 4.19238
H -1.26105 0.19792 5.94304
H -1.03834 1.84170 5.34856
H 0.00583 0.56272 4.74708
```